a.
Here is a cluster of 15 separate species, C60H165N15O15 in total from the OMol25 dataset. Energies are from wB97M-V/def2-TZVPD.

Its highest occupied orbital energy is -8.56 eV.

Geometry as ORCA input:
```
! wB97M-V def2-TZVPD RIJCOSX def2/J DEFGRID3
* xyz 0 1
C 20.2914 15.4091 22.8900
C 18.9314 14.7862 23.2882
C 18.7460 13.3909 22.7539
O 17.4085 12.8731 23.0193
C 17.2299 11.5370 22.5764
N 18.8783 14.7161 24.7477
H 20.4246 15.4434 21.8087
H 21.1559 14.9235 23.3426
H 20.2233 16.4630 23.1599
H 18.0993 15.4152 22.9720
H 19.5610 12.7856 23.1507
H 19.0011 13.4043 21.6943
H 16.2123 11.2947 22.8830
H 17.8857 10.7789 23.0045
H 17.2541 11.4873 21.4878
H 18.0896 14.1201 24.9546
H 18.6581 15.6324 25.1111
C 14.9845 13.7464 25.2614
C 13.4396 13.7661 25.1274
C 12.9273 12.8664 23.9251
O 13.4223 13.3879 22.6699
C 12.9941 12.6222 21.5468
N 12.8943 13.3746 26.4089
H 15.3689 12.7873 25.6083
H 15.1523 14.4107 26.1092
H 15.4933 14.0295 24.3400
H 13.1731 14.8057 24.9367
H 11.8486 13.0212 23.9476
H 13.2356 11.8362 24.1031
H 12.9109 13.2505 20.6600
H 12.0181 12.1839 21.7552
H 13.6362 11.7533 21.4023
H 13.0782 14.0870 27.1009
H 11.9051 13.2057 26.2946
C 10.7010 13.4992 18.1272
C 10.2179 12.1169 17.6560
C 10.9991 11.0146 18.3747
O 12.3666 11.2079 18.3824
C 13.0099 11.0705 17.1178
N 8.7670 11.9667 17.8060
H 9.9104 14.2313 17.9627
H 11.5674 13.8184 17.5479
H 10.9840 13.5261 19.1795
H 10.4356 12.0852 16.5885
H 10.8135 10.0503 17.9017
H 10.7383 10.9498 19.4311
H 14.0776 10.8987 17.2540
H 12.8453 11.9921 16.5596
H 12.6316 10.2407 16.5209
H 8.3123 12.5818 17.1464
H 8.5190 11.0545 17.4503
C 18.3704 20.4910 14.9919
C 18.9997 21.8671 14.5340
C 20.4896 21.9027 14.2223
O 21.3692 21.5209 15.2766
C 21.3106 22.3359 16.4187
N 18.3338 22.4065 13.3923
H 18.7590 20.1132 15.9377
H 18.4588 19.7364 14.2103
H 17.3129 20.6172 15.2239
H 18.8084 22.5827 15.3336
H 20.9565 22.7666 13.7493
H 20.5683 21.1963 13.3960
H 22.0531 22.0032 17.1440
H 20.3003 22.3650 16.8268
H 21.5665 23.3433 16.0904
H 17.3466 22.2967 13.5755
H 18.5305 23.3928 13.4841
C 13.1210 17.4398 16.4444
C 12.5521 18.1950 15.2388
C 12.8819 19.6914 15.1199
O 12.1951 20.1415 13.9781
C 12.5131 21.5168 13.6834
N 12.7958 17.4767 14.0067
H 14.1976 17.5773 16.5452
H 13.0775 16.3568 16.3288
H 12.6606 17.7734 17.3744
H 11.4714 18.2029 15.3813
H 13.9601 19.8342 15.0482
H 12.5582 20.2079 16.0235
H 12.9616 22.2329 14.3720
H 11.5752 21.9984 13.4068
H 13.1410 21.5135 12.7925
H 13.7862 17.4492 13.8102
H 12.4157 18.1079 13.3160
C 18.3528 12.6509 27.3381
C 19.6629 12.0571 26.8576
C 19.4669 11.1055 25.6345
O 19.1520 9.8037 26.2114
C 19.4822 8.6699 25.4081
N 20.4899 13.1745 26.6088
H 17.7306 11.9156 27.8483
H 17.7130 13.0516 26.5519
H 18.5636 13.3221 28.1706
H 20.0936 11.3708 27.5867
H 20.3305 11.0481 24.9719
H 18.6538 11.3674 24.9575
H 18.6713 8.6021 24.6829
H 19.3694 7.7976 26.0519
H 20.4517 8.7712 24.9204
H 20.1591 13.7325 25.8346
H 21.4095 12.8491 26.3470
C 18.4994 10.0967 18.6562
C 18.7978 10.6829 17.2413
C 19.4909 12.1186 17.2416
O 19.6539 12.3981 15.8784
C 20.3117 13.6198 15.4323
N 19.6325 9.6761 16.5224
H 17.7953 10.7531 19.1676
H 19.3968 10.1402 19.2733
H 18.0901 9.0957 18.5196
H 17.9003 10.7274 16.6245
H 20.4115 12.1109 17.8251
H 18.8215 12.8342 17.7192
H 21.3206 13.6497 15.8439
H 19.8121 14.5224 15.7842
H 20.3397 13.6054 14.3427
H 20.0757 10.2747 15.8403
H 20.4022 9.3609 17.0954
C 19.3743 21.2010 25.4960
C 18.2382 21.0380 24.4734
C 17.8082 19.6030 24.3050
O 16.9001 19.5167 23.1661
C 16.3343 18.2350 22.9372
N 17.0690 21.8030 24.8638
H 19.6931 22.2433 25.4933
H 20.2333 20.5748 25.2551
H 19.0148 20.9392 26.4911
H 18.5784 21.3562 23.4879
H 17.4068 19.3055 25.2737
H 18.6280 18.9029 24.1444
H 17.0285 17.4261 22.7097
H 15.6534 18.2711 22.0869
H 15.6877 18.0225 23.7886
H 16.3101 21.3451 24.3794
H 16.8047 21.5517 25.8056
C 15.5916 21.4513 17.7619
C 15.6201 20.9164 19.1718
C 14.3449 20.1786 19.6246
O 13.3247 21.1631 19.6824
C 12.0660 20.5326 19.4817
N 16.8070 20.1811 19.3366
H 15.3800 20.5884 17.1305
H 16.5573 21.7840 17.3811
H 14.9251 22.3136 17.7799
H 15.6468 21.7647 19.8557
H 14.4889 19.8242 20.6453
H 14.1708 19.3898 18.8928
H 12.0260 20.1090 18.4781
H 11.2556 21.2581 19.5519
H 11.7496 19.7067 20.1188
H 16.7691 19.7685 20.2577
H 17.6089 20.7939 19.3766
C 11.3773 17.0415 23.7402
C 10.8833 17.8656 22.4970
C 10.8903 17.0527 21.1738
O 10.2348 17.7935 20.1052
C 10.2551 17.1134 18.8804
N 9.5490 18.3269 22.8215
H 12.4663 17.0174 23.7005
H 11.0642 15.9989 23.7945
H 11.0927 17.6083 24.6266
H 11.4637 18.7762 22.3484
H 10.4171 16.0816 21.3189
H 11.8999 16.7866 20.8607
H 9.6161 16.2460 19.0456
H 11.2146 16.6806 18.5972
H 9.9357 17.6070 17.9626
H 9.2533 18.8469 22.0078
H 8.9357 17.5249 22.7918
C 21.6020 18.3631 15.6740
C 22.6539 17.2840 15.7344
C 22.7901 16.3983 14.4864
O 23.7371 15.3108 14.7783
C 24.2843 14.6280 13.6552
N 23.8738 17.9831 15.9777
H 21.5358 19.0640 16.5061
H 20.6356 17.8979 15.4799
H 21.7264 18.9105 14.7396
H 22.5021 16.6941 16.6383
H 23.1310 17.0287 13.6651
H 21.8042 15.9681 14.3098
H 23.4850 14.3092 12.9862
H 24.8460 13.7410 13.9482
H 24.9368 15.2760 13.0701
H 24.6332 17.3218 16.0558
H 24.0050 18.6785 15.2571
C 12.4617 12.3821 13.1458
C 12.7272 13.7885 13.7068
C 14.1858 14.2019 13.9508
O 14.7541 13.2155 14.8324
C 15.9331 13.6805 15.4878
N 12.1124 14.6548 12.7297
H 12.8388 11.6230 13.8312
H 12.8792 12.3205 12.1408
H 11.4270 12.1830 12.8669
H 12.3282 13.8705 14.7178
H 14.2777 15.2110 14.3525
H 14.7760 14.1429 13.0363
H 16.3042 12.8322 16.0630
H 15.7874 14.4496 16.2462
H 16.7163 14.0585 14.8306
H 12.3646 15.5840 13.0350
H 12.4853 14.5453 11.7975
C 15.7713 18.8560 10.3596
C 15.1411 19.8463 11.3686
C 15.7573 19.7093 12.7527
O 15.4622 18.3657 13.1251
C 16.2163 17.8306 14.2221
N 15.3352 21.1853 10.8727
H 15.3840 19.1694 9.3902
H 15.6692 17.7947 10.5864
H 16.8443 19.0458 10.3323
H 14.0730 19.6528 11.4679
H 15.4619 20.5665 13.3577
H 16.8199 19.8810 12.5806
H 17.2783 17.8958 13.9852
H 15.9857 16.7680 14.2971
H 16.0393 18.3858 15.1432
H 15.1144 21.2876 9.8924
H 16.3412 21.2751 10.8664
C 20.2079 18.0629 20.4296
C 21.7067 17.9090 20.7464
C 22.2753 16.9013 19.7504
O 21.5826 15.7152 19.7686
C 22.2436 14.5957 19.2050
N 22.3487 19.1958 20.4911
H 20.0720 18.6615 19.5289
H 19.7860 18.5684 21.2982
H 19.6844 17.1108 20.3427
H 21.8634 17.5702 21.7704
H 23.3275 16.7999 20.0164
H 22.0447 17.3509 18.7846
H 23.3152 14.5495 19.3992
H 22.1237 14.5717 18.1219
H 21.6577 13.7439 19.5502
H 23.0889 19.1930 19.8040
H 21.6187 19.6590 19.9689
C 14.9622 16.2112 19.5064
C 15.8051 15.0651 19.8154
C 17.2864 15.2472 19.4127
O 17.3659 15.5233 18.0188
C 18.5611 16.2149 17.6765
N 15.6998 14.8467 21.2572
H 14.6858 16.3098 18.4566
H 15.4782 17.1453 19.7284
H 13.9996 16.2752 20.0139
H 15.4446 14.2735 19.1586
H 17.8385 14.3838 19.7841
H 17.7056 16.0976 19.9503
H 18.6451 17.1090 18.2944
H 18.4741 16.4287 16.6112
H 19.4202 15.5750 17.8779
H 16.0759 14.0135 21.6865
H 14.7041 14.7441 21.3923
*
```

b.
Here is a cluster of 15 separate species, C60H165N15O15 in total from the OMol25 dataset. Energies are from wB97M-V/def2-TZVPD.

Its highest occupied orbital energy is -8.84 eV.

Geometry as ORCA input:
```
! wB97M-V def2-TZVPD RIJCOSX def2/J DEFGRID3
* xyz 0 1
C -7.4102 4.8976 6.5702
C -8.3102 6.1587 6.7820
C -7.7290 7.5122 6.2774
O -6.4126 7.8268 6.7992
C -6.2654 8.1609 8.1398
N -9.6485 5.8860 6.2733
H -6.4542 5.0919 7.0564
H -7.2714 4.6050 5.5294
H -7.9800 4.0580 6.9685
H -8.3677 6.2678 7.8650
H -8.3118 8.4254 6.3980
H -7.4895 7.5609 5.2152
H -6.7305 9.0935 8.4592
H -5.2054 8.2916 8.3577
H -6.4510 7.3367 8.8286
H -10.1590 6.7518 6.3731
H -9.6157 5.7298 5.2760
C 4.5289 1.9169 -8.0769
C 3.0712 1.9750 -8.2983
C 2.7009 2.8345 -9.5304
O 1.3453 2.5916 -9.9447
C 1.0919 3.5946 -10.9150
N 2.6662 0.5770 -8.5457
H 4.9201 2.8783 -7.7440
H 5.0754 1.5448 -8.9434
H 4.7810 1.2243 -7.2739
H 2.3861 2.2373 -7.4921
H 3.3241 2.6073 -10.3952
H 2.9252 3.8742 -9.2921
H 1.0222 4.6338 -10.5936
H 0.0328 3.4720 -11.1417
H 1.7184 3.4430 -11.7940
H 1.6814 0.6407 -8.7610
H 3.0956 0.4212 -9.4465
C 5.1051 -8.9910 3.0190
C 6.3291 -9.7628 3.3846
C 6.4448 -10.9597 2.3765
O 6.8579 -10.3851 1.1493
C 6.9126 -11.2553 0.0544
N 7.4446 -8.9378 3.3022
H 4.8414 -8.2909 3.8118
H 4.2447 -9.6470 2.8869
H 5.2510 -8.4519 2.0830
H 6.2383 -10.1177 4.4112
H 5.4857 -11.4724 2.3029
H 7.1430 -11.7125 2.7425
H 7.3770 -12.2197 0.2600
H 7.4562 -10.6457 -0.6674
H 5.9089 -11.4354 -0.3304
H 7.7424 -8.9624 2.3374
H 7.1555 -8.0197 3.6081
C 4.6026 -1.2404 7.1881
C 4.7552 -1.7340 8.6731
C 5.3438 -0.7665 9.6665
O 6.6601 -0.3462 9.1956
C 7.3405 0.5304 9.9909
N 3.4833 -2.1840 9.1469
H 5.5314 -0.8101 6.8136
H 3.7412 -0.5739 7.2330
H 4.3341 -2.0600 6.5216
H 5.3299 -2.6591 8.6274
H 5.3947 -1.4193 10.5379
H 4.6664 0.0692 9.8419
H 8.4244 0.4367 9.9247
H 7.2180 0.3862 11.0644
H 7.0582 1.5541 9.7449
H 2.9789 -1.3377 8.9245
H 3.2146 -2.8700 8.4560
C 4.2852 8.4076 -2.4939
C 4.1400 9.9211 -2.5057
C 2.7580 10.6319 -2.7260
O 3.0310 12.0089 -2.5506
C 1.7737 12.7899 -2.3484
N 4.6307 10.4726 -1.2640
H 3.7570 8.0029 -3.3572
H 3.8465 8.0045 -1.5811
H 5.3477 8.2686 -2.6937
H 4.8357 10.1738 -3.3059
H 2.0099 10.1044 -2.1342
H 2.6207 10.4764 -3.7960
H 1.2890 12.7331 -3.3231
H 2.1386 13.7821 -2.0830
H 1.3277 12.3892 -1.4381
H 4.1568 11.3611 -1.1856
H 4.3232 9.8154 -0.5615
C -5.8580 -6.9887 -5.2653
C -5.7998 -8.2340 -6.0508
C -6.6729 -8.2700 -7.2951
O -6.8721 -9.5767 -7.6848
C -7.6175 -9.6900 -8.8418
N -4.4858 -8.7804 -6.5105
H -5.4505 -6.1190 -5.7808
H -5.1434 -7.1701 -4.4625
H -6.7850 -6.7803 -4.7312
H -6.2499 -8.9621 -5.3760
H -6.2361 -7.7308 -8.1356
H -7.6090 -7.8034 -6.9881
H -7.3945 -8.9453 -9.6059
H -8.6753 -9.5155 -8.6453
H -7.5930 -10.6378 -9.3795
H -4.2727 -9.5485 -5.8902
H -4.6825 -9.3532 -7.3189
C 7.9147 -5.8591 -7.8673
C 7.4871 -6.2608 -6.4354
C 5.9329 -6.3364 -6.1339
O 5.7502 -6.6406 -4.7745
C 4.5893 -7.3970 -4.6164
N 8.1084 -7.5362 -6.3556
H 7.6993 -6.7021 -8.5238
H 8.9871 -5.6717 -7.8134
H 7.3495 -4.9603 -8.1136
H 7.8627 -5.5899 -5.6628
H 5.5004 -7.1686 -6.6894
H 5.5097 -5.3465 -6.3042
H 4.5903 -7.6555 -3.5575
H 4.7490 -8.3098 -5.1903
H 3.6312 -6.9568 -4.8928
H 7.8213 -8.1493 -7.1051
H 7.6895 -7.9480 -5.5340
C -15.1622 2.8806 -0.3382
C -13.8497 3.2175 0.3635
C -12.6724 3.8595 -0.3349
O -11.5965 3.9205 0.4932
C -10.3450 4.0864 -0.1820
N -14.2186 3.7946 1.6982
H -14.9859 2.4492 -1.3236
H -15.8678 3.7002 -0.2021
H -15.6176 2.0673 0.2267
H -13.3239 2.2679 0.4629
H -12.9802 4.8718 -0.5971
H -12.5667 3.2956 -1.2617
H -9.7696 4.4829 0.6546
H -10.4112 4.6957 -1.0833
H -9.8197 3.1403 -0.3124
H -13.3959 3.6728 2.2713
H -14.2664 4.8033 1.7167
C -1.3045 -0.7285 15.7633
C -1.3632 -0.5845 14.2682
C -0.5253 0.6764 13.7391
O -0.6478 0.7770 12.4006
C -0.3590 2.0383 11.8311
N -0.9175 -1.7704 13.6867
H -1.7153 0.0217 16.4390
H -0.2814 -0.7426 16.1393
H -1.7289 -1.7042 15.9999
H -2.4191 -0.5449 14.0005
H 0.4723 0.5351 14.1550
H -0.9955 1.5451 14.1998
H -0.3189 2.0588 10.7421
H 0.5653 2.3862 12.2923
H -1.0516 2.8323 12.1107
H 0.0858 -1.8341 13.5894
H -1.1050 -1.5293 12.7240
C -0.2437 -6.3046 -13.0310
C 0.4363 -5.1108 -12.2392
C 0.7344 -3.8279 -13.0794
O 1.6301 -4.0671 -14.1289
C 3.0360 -4.1152 -13.7607
N -0.3454 -4.8822 -10.9492
H -0.6536 -7.0573 -12.3576
H 0.3274 -6.7308 -13.8557
H -1.0416 -5.8608 -13.6265
H 1.3625 -5.6063 -11.9482
H 0.9547 -2.9898 -12.4181
H -0.2429 -3.6598 -13.5317
H 3.3562 -3.3061 -13.1043
H 3.5699 -3.9509 -14.6967
H 3.2918 -5.0960 -13.3598
H -0.5340 -5.6876 -10.3697
H 0.2900 -4.3565 -10.3661
C -3.6800 2.6557 -6.2329
C -4.8554 1.8925 -6.8288
C -4.6527 1.3382 -8.2395
O -5.8850 0.7953 -8.7152
C -6.0164 0.6925 -10.1039
N -5.1886 0.8465 -5.9408
H -3.3962 3.3796 -6.9967
H -2.7713 2.1478 -5.9096
H -4.1126 3.3098 -5.4759
H -5.7222 2.5533 -6.8174
H -3.8123 0.6766 -8.4498
H -4.5552 2.2504 -8.8282
H -6.2484 1.6850 -10.4903
H -6.6790 -0.1144 -10.4169
H -5.1315 0.3081 -10.6110
H -5.9061 0.2586 -6.3404
H -4.3349 0.3250 -5.8018
C -4.5389 -5.6593 4.6429
C -4.9518 -4.2115 4.9157
C -6.4834 -3.8260 4.7654
O -6.9241 -4.3474 3.5340
C -6.9807 -3.2767 2.5475
N -4.3165 -3.9855 6.2006
H -5.1481 -6.3349 5.2434
H -3.5355 -6.0430 4.8273
H -4.6788 -5.9139 3.5924
H -4.3583 -3.5688 4.2656
H -6.6517 -2.8152 5.1368
H -6.9740 -4.4520 5.5109
H -7.4215 -3.7312 1.6602
H -6.0012 -2.9507 2.1979
H -7.5118 -2.3903 2.8943
H -4.1913 -2.9856 6.2687
H -5.0024 -4.3398 6.8518
C 2.2209 11.6915 5.7437
C 2.2225 10.1628 5.8044
C 2.6343 9.6795 7.3178
O 2.8013 8.3053 7.2013
C 4.0157 7.7006 6.7131
N 0.9624 9.6896 5.2953
H 3.0713 12.2403 6.1482
H 1.3680 12.0724 6.3055
H 2.0587 12.1087 4.7499
H 2.8569 9.8555 4.9729
H 1.8709 10.0459 8.0042
H 3.6043 10.0974 7.5870
H 4.8833 8.0395 7.2792
H 4.1699 7.9585 5.6653
H 4.0431 6.6116 6.7498
H 1.1031 8.7493 4.9544
H 0.4754 9.5262 6.1650
C 11.4250 2.7504 2.5864
C 10.6062 1.6765 3.2627
C 10.4405 0.3398 2.3239
O 9.6208 0.6584 1.2070
C 9.3689 -0.5842 0.4768
N 11.3044 1.4664 4.5119
H 11.2999 3.7264 3.0551
H 11.0715 2.9656 1.5780
H 12.4449 2.3943 2.4407
H 9.6199 2.0145 3.5805
H 10.1128 -0.4863 2.9551
H 11.4778 0.1409 2.0547
H 8.4487 -0.6511 -0.1035
H 9.1044 -1.2865 1.2674
H 10.3253 -0.9799 0.1350
H 10.7155 0.9822 5.1743
H 11.6214 2.3189 4.9511
C 0.2326 -2.2020 0.5840
C -0.2094 -0.9785 -0.2020
C 0.6149 0.3189 0.2134
O 0.2113 0.6776 1.5232
C -0.8766 1.6055 1.5766
N -0.1446 -1.3404 -1.5616
H 1.2997 -2.2740 0.3741
H -0.3666 -3.1031 0.4532
H 0.2097 -1.9416 1.6422
H -1.2698 -0.8530 0.0172
H 0.5891 1.1002 -0.5461
H 1.6738 0.0762 0.3024
H -1.5409 1.3704 0.7450
H -0.3901 2.5306 1.2673
H -1.3940 1.5621 2.5350
H -0.1818 -2.3185 -1.8107
H 0.7054 -0.9872 -1.9772
*
```

Which structure wins on stability? a wins.